[1]
A cluster of 8 separate species, C28H74ClN4O17 in total at a distorted geometry, computed with wB97M-V/def2-TZVPD.

Its total charge is -1. The energy above the lowest of the compared OMol25 structures with the same formula, charge and spin comes out at 2.058 eV. Its electronic energy is -3068.9053 Ha. The HOMO-LUMO gap is 0.275 hartree.

Each line ends with the Mulliken charge.
Cartesian coordinates (Å):
Cl (-14.18520, -15.00578, -5.48926)  1.58
O (-15.22108, -15.46283, -6.37842)  -0.65
O (-13.51778, -13.86633, -5.94896)  -0.63
O (-14.75847, -14.71649, -4.18722)  -0.64
O (-13.13679, -16.03079, -5.52322)  -0.67
C (-19.84543, -5.43049, -3.85277)  -0.74
O (-19.14596, -5.54674, -5.11232)  -0.30
C (-19.51654, -6.63368, -5.88748)  -0.55
C (-18.34601, -7.61379, -5.79340)  -0.64
N (-16.94089, -7.05458, -6.06306)  -0.36
C (-16.43273, -7.03520, -7.38833)  -0.82
C (-17.24828, -6.19831, -8.34501)  -0.58
O (-17.54970, -4.91768, -7.86739)  -0.29
C (-18.17233, -4.07872, -8.86900)  -0.82
H (-20.85350, -5.05199, -4.02204)  0.29
H (-19.38747, -4.62343, -3.28091)  0.21
H (-19.84099, -6.41845, -3.39231)  0.32
H (-19.68395, -6.46080, -6.95059)  0.26
H (-20.44532, -7.10285, -5.56291)  0.47
H (-18.61725, -8.39750, -6.50074)  0.31
H (-18.40191, -7.92971, -4.75168)  0.43
H (-16.28501, -7.69228, -5.63499)  0.27
H (-16.46597, -8.08327, -7.68592)  0.41
H (-15.37345, -6.78092, -7.42532)  0.40
H (-18.13351, -6.69803, -8.73840)  0.32
H (-16.69861, -6.05522, -9.27533)  0.50
H (-17.45079, -3.83662, -9.64930)  0.31
H (-18.66442, -3.23312, -8.38849)  0.29
H (-19.04011, -4.52620, -9.35360)  0.33
C (-6.27137, -2.46183, -4.01928)  -0.74
O (-6.73271, -3.82391, -4.05793)  -0.28
C (-5.73975, -4.84762, -4.04098)  -0.65
C (-6.33072, -6.18585, -4.20304)  -0.39
N (-7.09598, -6.57694, -3.06058)  -0.34
C (-7.98832, -7.68525, -3.39799)  -0.74
C (-7.27667, -9.00831, -3.40366)  -0.41
O (-7.27487, -9.47871, -2.07670)  -0.36
C (-8.25963, -10.37695, -1.73677)  -0.68
H (-5.82701, -2.10315, -4.94772)  0.27
H (-5.56327, -2.25865, -3.21590)  0.30
H (-7.22259, -1.97414, -3.80613)  0.24
H (-5.04927, -4.77418, -3.20077)  0.35
H (-5.15300, -4.76696, -4.95603)  0.34
H (-5.44976, -6.78776, -4.42600)  0.27
H (-6.97798, -6.17598, -5.07999)  0.29
H (-6.56494, -7.11546, -2.39117)  0.28
H (-8.39332, -7.39549, -4.36759)  0.36
H (-8.91785, -7.72188, -2.82988)  0.36
H (-6.27547, -9.10281, -3.82411)  0.30
H (-7.96563, -9.61331, -3.99307)  0.37
H (-8.33758, -11.19161, -2.45675)  0.31
H (-9.19853, -9.82625, -1.79409)  0.29
H (-8.16128, -10.73542, -0.71212)  0.24
C (-6.08884, -22.63511, 4.03513)  -0.65
O (-6.30022, -22.68767, 5.47083)  -0.37
C (-6.15897, -21.53824, 6.30340)  -0.74
C (-6.91680, -20.29900, 5.93480)  -0.24
N (-8.31400, -20.62165, 6.06876)  -0.40
C (-9.33017, -19.64356, 5.57572)  -0.72
C (-9.45801, -19.84749, 4.03284)  -0.29
O (-10.77681, -19.61525, 3.66778)  -0.36
C (-10.97022, -19.87562, 2.30920)  -0.78
H (-5.02220, -22.59661, 3.81398)  0.31
H (-6.53906, -21.79378, 3.50830)  0.25
H (-6.30021, -23.63397, 3.65343)  0.24
H (-5.07623, -21.47436, 6.19530)  0.41
H (-6.37763, -21.78809, 7.34160)  0.31
H (-6.56805, -20.07514, 4.92666)  0.27
H (-6.52190, -19.54500, 6.61574)  0.33
H (-8.56996, -21.51642, 5.67636)  0.27
H (-9.11856, -18.61682, 5.87429)  0.31
H (-10.28910, -20.01574, 5.93632)  0.39
H (-9.21280, -20.87416, 3.76092)  0.25
H (-8.83372, -19.12160, 3.51182)  0.31
H (-11.86036, -19.28386, 2.09570)  0.28
H (-11.11072, -20.94430, 2.14709)  0.30
H (-10.25489, -19.46395, 1.59722)  0.32
C (-10.35620, -18.01292, -12.85943)  -0.32
C (-11.55416, -17.66203, -11.98571)  -0.46
O (-12.31068, -18.82987, -11.81205)  -0.52
O (-10.84205, -18.07541, -14.20146)  -0.54
H (-10.05222, -19.03331, -12.62599)  0.24
H (-9.50225, -17.33586, -12.83878)  0.32
H (-12.17949, -16.81382, -12.26427)  0.35
H (-11.00948, -17.29316, -11.11658)  0.31
H (-12.93537, -18.65226, -11.10507)  0.31
H (-11.72030, -18.45479, -14.12181)  0.31
C (-8.02084, -21.68674, -4.17760)  -0.24
C (-7.30444, -22.81329, -3.58309)  -0.36
O (-7.59722, -24.14389, -4.01710)  -0.53
O (-7.58251, -20.36735, -3.83705)  -0.54
H (-8.95504, -21.67774, -3.61607)  0.21
H (-8.28484, -21.83454, -5.22477)  0.28
H (-7.50238, -22.90708, -2.51533)  0.22
H (-6.21634, -22.76673, -3.62759)  0.33
H (-7.30412, -24.35106, -4.90747)  0.29
H (-8.20042, -19.71307, -4.17129)  0.33
C (-22.25775, -12.32553, -11.78048)  -0.30
C (-20.95193, -12.86986, -11.21626)  -0.56
O (-20.10140, -11.89273, -10.74361)  -0.50
O (-23.07418, -11.70855, -10.72900)  -0.51
H (-22.83496, -13.18653, -12.11751)  0.28
H (-22.04331, -11.61051, -12.57476)  0.25
H (-20.41955, -13.35645, -12.03352)  0.34
H (-21.12430, -13.68167, -10.50961)  0.36
H (-19.32488, -12.31532, -10.36941)  0.32
H (-22.46282, -11.41290, -10.05045)  0.31
C (-19.84207, -11.54298, 2.53971)  -1.43
C (-20.79333, -12.78249, 2.77263)  0.40
C (-22.21366, -12.44488, 3.39938)  -0.63
O (-22.87166, -13.62172, 3.81016)  -0.31
C (-24.26780, -13.45752, 3.86649)  -0.76
N (-20.99787, -13.62594, 1.55688)  -0.81
H (-20.00581, -10.69605, 3.20604)  0.35
H (-19.88352, -11.12172, 1.53525)  0.37
H (-18.80314, -11.81398, 2.72754)  0.37
H (-20.13170, -13.42707, 3.35131)  0.33
H (-22.77128, -11.96339, 2.59606)  0.35
H (-22.07222, -11.88382, 4.32312)  0.36
H (-24.63618, -14.38864, 4.29707)  0.26
H (-24.80513, -13.36229, 2.92293)  0.30
H (-24.47515, -12.70626, 4.62853)  0.31
H (-20.03512, -13.76204, 1.28357)  0.28
H (-21.30405, -14.50850, 1.94086)  0.26

***

[2]
A cluster of 2 separate species, C16H19ClFN4 in total at a distorted geometry, computed with wB97M-V/def2-TZVPD.

Its total charge is +1. The energy above the lowest of the compared OMol25 structures with the same formula, charge and spin comes out at 1.021 eV. Its electronic energy is -1399.8163 Ha. The HOMO-LUMO gap is 0.338 hartree.

Each line ends with the Mulliken charge.
Cartesian coordinates (Å):
C (-0.35077, -1.72909, -3.16311)  0.72
C (0.60050, -2.34838, -2.28588)  -0.21
N (1.41978, -2.97632, -1.71392)  -0.43
C (-1.72885, -2.31976, -3.33649)  0.14
C (-2.68638, -1.36602, -3.76273)  -0.06
C (-4.01206, -1.40669, -3.49852)  -0.68
C (-4.49365, -2.58175, -2.90312)  0.59
C (-5.89210, -2.60945, -2.54687)  -0.07
N (-7.05037, -2.75925, -2.51483)  -0.44
C (-3.59194, -3.46467, -2.26933)  -0.60
C (-2.21924, -3.29426, -2.47013)  -0.35
H (0.15714, -1.40902, -4.07660)  0.26
H (-2.25757, -0.39908, -4.11776)  0.27
H (-4.63191, -0.50987, -3.60272)  0.37
H (-3.99053, -4.12808, -1.47037)  0.36
H (-1.57243, -3.88487, -1.89556)  0.46
Cl (2.59783, 4.47934, 3.59081)  -0.09
C (2.42259, 2.72991, 3.85715)  -0.40
N (2.01429, 1.99714, 2.63236)  -0.28
C (0.63694, 2.40999, 2.10216)  -0.39
C (0.30158, 1.54428, 0.88859)  -0.72
N (1.38978, 0.61456, 0.69546)  -0.13
F (-0.76728, -0.36092, -2.74800)  -0.31
C (1.48597, -0.28710, 1.80958)  -0.70
C (1.88245, 0.50270, 3.00719)  -0.46
C (2.60790, 1.30839, 0.32786)  -0.73
C (3.04831, 2.12895, 1.47618)  -0.41
H (3.39772, 2.31025, 4.14974)  0.39
H (1.64125, 2.55806, 4.61875)  0.38
H (-0.07690, 2.23045, 2.92769)  0.40
H (0.69622, 3.48785, 1.86882)  0.41
H (-0.64011, 1.01762, 1.03777)  0.32
H (0.12233, 2.16507, 0.01285)  0.33
H (0.51664, -0.74472, 1.96751)  0.34
H (2.17021, -1.11190, 1.62705)  0.34
H (2.86141, 0.22533, 3.35991)  0.44
H (1.12856, 0.47740, 3.78742)  0.43
H (3.38497, 0.62463, -0.00239)  0.34
H (2.41407, 1.93598, -0.53184)  0.34
H (3.09750, 3.19278, 1.26582)  0.44
H (3.96617, 1.75052, 1.89947)  0.40